C6H11NS as an isolated structure in a non-equilibrium geometry, computed with ωB97M-V/def2-TZVPD.

XYZ file:
```
19
Properties=species:S:1:pos:R:3:nbo_charge:R:1
C 0.13057 -0.70358 0.41256 -0.704
C 0.41254 0.40347 -2.27214 -0.907
C 0.14786 0.72974 2.50354 -0.476
C 0.08760 2.20045 2.09230 -0.225
C 0.17803 0.55149 1.00725 0.209
C -0.97688 -1.88557 -1.81021 -0.769
N -0.03264 1.83343 0.68631 -0.439
S 0.43931 -0.91085 -1.26706 1.191
H -0.14504 0.14292 -3.16605 0.221
H 1.31199 1.01712 -2.39038 0.249
H 0.99426 0.29841 3.07673 0.206
H -0.79263 0.51789 2.98286 0.218
H -0.85266 2.75523 2.30614 0.172
H 0.87607 2.83512 2.25680 0.184
H 0.35640 -1.51465 0.95927 0.223
H -1.13605 -2.69508 -1.06344 0.255
H -1.85324 -1.25564 -1.85711 0.252
H -0.75062 -2.11301 -2.85045 0.232
H 1.60515 -2.20690 -1.60691 -0.092
```

M in g mol⁻¹: 129.23
E in hartree: -687.86823